ORCA calculation (ωB97M-V/def2-TZVPD) on a cluster of 9 separate species, C18H57N15O9 in total.

```
99
Properties=species:S:1:pos:R:3:mulliken_spin:R:1
C -0.42074 -1.36920 0.25340 0.013
O -1.32088 -2.01168 -0.27950 0.003
N 0.59231 -1.98541 0.73710 0.000
N -0.30383 -0.09782 0.45250 -0.006
H 0.68398 -2.96954 0.52929 0.001
H 1.23293 -1.47098 1.32453 0.000
H 0.47917 0.11084 1.05539 -0.003
H -1.03244 0.56106 0.21776 0.004
C 0.57342 -5.30066 1.02736 0.000
O 1.26423 -4.63097 0.25677 0.000
N 0.41139 -4.87327 2.26070 0.000
N -0.25993 -6.26312 0.67892 0.000
H -0.33998 -5.27396 2.80383 0.000
H 0.72340 -3.96007 2.55872 0.000
H -0.20749 -6.61928 -0.26473 0.000
H -0.78555 -6.75715 1.38585 0.000
C -3.24562 -4.41072 2.52946 0.000
O -3.79703 -5.48977 2.77811 0.000
N -2.56662 -3.66221 3.34968 0.000
N -3.01563 -4.12447 1.23450 0.000
H -2.74118 -3.96624 4.29689 0.000
H -2.15521 -2.75704 3.17215 0.000
H -2.38504 -3.42370 0.87206 0.000
H -3.59987 -4.65084 0.60071 0.000
C -2.41561 -0.10301 4.19758 0.000
O -1.55734 -0.89750 3.88710 0.000
N -2.71960 0.85377 3.44195 -0.001
N -3.28437 -0.16423 5.16428 0.000
H -3.15248 1.61566 3.94418 0.000
H -2.07155 0.94025 2.67211 -0.002
H -3.18250 -1.01303 5.70211 0.000
H -3.79476 0.62720 5.52930 0.000
C 1.63262 -0.50778 3.69550 0.000
O 1.59290 0.07820 2.62871 0.000
N 1.22748 -1.78902 3.83210 0.000
N 2.15701 -0.12986 4.85520 0.000
H 1.08447 -2.20433 4.74159 0.000
H 0.66547 -2.03863 3.03089 0.000
H 2.29493 -0.77966 5.61601 0.000
H 2.53658 0.80509 4.89886 0.000
C -0.76957 -2.78628 -3.76468 0.000
O -0.59382 -3.34714 -4.83101 0.002
N -1.94718 -2.74923 -3.27895 0.003
N -0.02234 -2.09614 -2.99135 -0.001
H -2.16370 -2.24512 -2.43095 0.001
H -2.57739 -3.42609 -3.68488 0.000
H 0.94001 -1.87506 -3.20375 0.000
H -0.51893 -1.97922 -2.11968 -0.001
C 0.88819 0.37552 -5.27261 0.000
C 1.89110 1.15545 -4.34505 0.000
C 1.84199 0.33961 -3.07037 0.004
O 2.79158 0.95789 -2.20241 0.000
C 3.10735 0.20515 -1.01453 0.000
N 3.18202 0.88138 -4.93248 0.003
H 0.97824 0.62162 -6.33063 0.000
H -0.16885 0.50015 -5.03759 0.000
H 1.16916 -0.67513 -5.19978 0.000
H 1.71026 2.20834 -4.12870 0.000
H 2.16500 -0.69265 -3.20530 0.000
H 0.85844 0.49548 -2.62716 0.001
H 4.04854 0.52853 -0.56990 0.000
H 3.09191 -0.87968 -1.11944 0.000
H 2.26941 0.36414 -0.33580 0.000
H 3.00746 0.11337 -5.56477 0.000
H 3.83217 0.67171 -4.18855 0.000
C -2.61633 0.47719 -2.66028 0.023
C -1.93121 1.68627 -2.01535 0.023
C -2.43007 3.11455 -2.76594 0.225
O -1.78052 4.24376 -2.37185 0.180
C -0.44367 4.13893 -1.85253 0.014
N -2.45032 1.76657 -0.66902 0.423
H -3.70329 0.55509 -2.63643 0.003
H -2.51169 -0.50550 -2.20040 0.010
H -2.24135 0.31978 -3.67156 -0.003
H -0.84430 1.60590 -1.99947 0.012
H -3.50931 3.18631 -2.63098 0.007
H -2.25410 2.78904 -3.79120 0.037
H 0.14410 3.56771 -2.57108 -0.002
H -0.34705 3.70494 -0.85732 0.018
H 0.00901 5.10414 -1.62548 0.003
H -3.44665 1.84318 -0.81581 0.004
H -2.12633 2.53831 -0.10374 0.002
C 2.86454 4.75191 -0.43896 0.001
C 3.00521 4.09774 0.92618 -0.001
C 1.76656 3.18203 1.15732 0.002
O 0.60204 3.89636 1.54785 0.000
C -0.18701 3.42744 2.68753 0.001
N 4.20525 3.43541 0.83921 0.000
H 2.03615 5.45721 -0.50548 0.000
H 2.80684 4.07413 -1.29066 0.000
H 3.71020 5.41086 -0.63581 0.000
H 3.07278 4.88889 1.67290 0.000
H 2.15085 2.51981 1.93313 0.000
H 1.55061 2.67831 0.21513 -0.001
H 0.29431 3.49052 3.66346 0.000
H -0.62828 2.44972 2.49404 0.000
H -1.10370 3.99462 2.84906 0.000
H 4.37543 2.90750 1.68328 0.000
H 4.15323 2.63784 0.22174 0.000
```

Molar mass   627.75 g mol⁻¹
Electronic energy   -60361.2893 eV
F_max   7.2 eV Å⁻¹
Multiplicity   2
Charge   +1